{
  "formula": "C15H20N2O3S",
  "method": "ωB97M-V with the def2-TZVPD basis set",
  "elements": ["O", "O", "O", "S", "C", "C", "C", "C", "C", "C", "N", "N", "C", "C", "C", "C", "C", "C", "C", "C", "C", "H", "H", "H", "H", "H", "H", "H", "H", "H", "H", "H", "H", "H", "H", "H", "H", "H", "H", "H", "H"],
  "positions_angstrom": [[-0.954, 1.644, -2.001], [1.410, 2.321, 1.891], [-0.055, 0.115, 4.158], [0.622, -2.342, 0.066], [-0.294, 1.218, -0.993], [0.914, 1.556, 1.084], [-0.056, -0.192, -0.808], [0.582, -0.659, 0.254], [-0.128, -2.359, -1.562], [-0.319, -1.156, -1.953], [0.273, 2.097, 0.014], [0.996, 0.155, 1.269], [0.701, 0.976, 5.052], [-1.496, 3.800, 0.752], [0.817, -0.846, 3.425], [-0.260, -3.618, -2.365], [-0.956, -0.767, -3.336], [-0.154, 3.554, 0.081], [1.744, -0.310, 2.374], [-0.926, -3.248, -3.843], [-0.582, -1.870, -4.354], [1.822, 0.801, 5.035], [0.465, 0.905, 6.144], [0.443, 1.939, 4.654], [-1.529, 4.870, 1.119], [-2.246, 3.664, -0.056], [-1.551, 3.143, 1.596], [0.164, -1.636, 2.963], [1.394, -1.383, 4.142], [0.690, -4.149, -2.540], [-0.895, -4.410, -1.897], [-0.351, 0.116, -3.465], [-2.095, -0.696, -3.199], [-0.136, 3.793, -1.054], [0.649, 4.146, 0.566], [2.286, 0.490, 2.851], [2.398, -0.989, 1.933], [-1.944, -3.338, -3.549], [-0.853, -4.024, -4.581], [-1.088, -1.534, -5.325], [0.499, -1.775, -4.542]],
  "forces_ev_per_a": [[2.1, -0.4, 3.7], [0.2, -0.5, 0.6], [2.0, -1.4, -0.6], [0.6, -2.3, 0.6], [-1.6, 2.2, -2.3], [0.5, 0.6, 1.2], [-0.8, 1.6, -4.2], [-0.4, -0.5, 0.2], [1.8, -3.6, 1.6], [-2.4, 4.5, 0.2], [-2.1, -1.1, -1.6], [-0.6, 2.2, -1.6], [0.7, -0.5, -0.1], [0.3, 1.2, -1.3], [-1.9, -0.9, 0.7], [-0.2, -0.8, -2.1], [0.6, -1.6, 2.1], [1.7, 0.0, -2.4], [-1.2, 1.1, 1.4], [0.2, -0.3, 2.3], [-0.3, 1.6, -0.6], [-1.2, 0.2, -0.4], [-0.5, -0.3, -1.0], [0.4, 0.9, 0.4], [0.0, -1.2, -0.4], [0.0, -0.2, 1.1], [-0.6, -0.4, 0.4], [0.1, 1.0, 0.5], [0.6, -0.4, 0.9], [0.0, 0.5, 0.2], [0.2, 0.9, -0.2], [-1.0, 0.8, -1.1], [1.8, 0.6, -0.4], [-0.4, 0.1, 2.0], [-0.4, -0.8, -0.4], [0.4, 0.5, -0.5], [1.4, -1.8, 0.2], [-1.3, 0.6, -0.2], [0.8, -0.5, -0.2], [0.5, -1.1, 1.1], [-0.2, -0.2, 0.0]],
  "nbo_charge": [-0.628, -0.641, -0.545, 0.371, 0.676, 0.801, -0.256, 0.057, -0.163, 0.018, -0.458, -0.420, -0.264, -0.635, -0.066, -0.430, -0.408, -0.211, -0.265, -0.387, -0.416, 0.167, 0.182, 0.203, 0.220, 0.228, 0.221, 0.192, 0.176, 0.217, 0.221, 0.250, 0.229, 0.229, 0.234, 0.256, 0.213, 0.197, 0.217, 0.219, 0.202],
  "molar_mass_g_mol": 308.40,
  "total_energy_ev": -35835.93063,
  "e_above_lowest_ev": 3.087,
  "homo_ev": -8.5358
}